Entry from the Open Molecules 2025 dataset: a cluster of 10 separate species, C56H52N8O22 in total at a distorted geometry (ωB97M-V/def2-TZVPD).

Geometry as XYZ:
```
138
Properties=species:S:1:pos:R:3:mulliken_charge:R:1
C -2.589 -6.367 -4.086 -1.605
C -2.280 -5.071 -3.287 0.483
C -2.799 -5.017 -1.822 -0.073
O -1.722 -4.608 -1.048 -0.019
C -0.610 -4.672 -1.875 0.226
O 0.501 -4.385 -1.457 -0.323
O -0.906 -5.074 -3.063 -0.364
H -2.097 -6.384 -5.058 0.389
H -3.621 -6.634 -4.313 0.360
H -2.228 -7.289 -3.631 0.396
H -2.504 -4.172 -3.861 0.229
H -3.109 -6.003 -1.475 0.250
H -3.735 -4.458 -1.805 0.009
C 3.142 -2.096 -1.450 -0.750
C 3.866 -2.684 -2.652 0.457
C 3.644 -4.178 -2.914 -0.039
O 3.323 -4.281 -4.288 -0.371
C 3.032 -3.084 -4.769 0.620
O 2.551 -2.796 -5.854 -0.599
O 3.364 -2.103 -3.874 -0.435
H 2.076 -2.265 -1.606 0.404
H 3.270 -1.016 -1.381 0.296
H 3.401 -2.563 -0.500 0.009
H 4.941 -2.509 -2.608 0.129
H 2.793 -4.597 -2.376 0.013
H 4.540 -4.731 -2.630 0.304
C 0.234 -3.672 3.474 -0.046
C 1.522 -3.182 3.592 -0.564
C 2.606 -3.642 2.795 -0.081
C 2.362 -4.718 1.889 -0.188
C 1.027 -5.218 1.787 -0.368
C 0.019 -4.774 2.657 -0.555
N 3.469 -5.287 1.148 0.983
O 4.583 -4.866 1.370 -0.547
O 3.330 -6.245 0.371 -0.614
H -0.574 -3.161 3.977 0.374
H 1.687 -2.437 4.357 0.392
H 3.595 -3.216 2.882 0.511
H 0.789 -6.087 1.191 0.460
H -0.945 -5.258 2.611 0.248
C 4.389 4.681 1.847 -0.389
C 5.257 5.736 2.054 -0.625
C 5.161 6.551 3.133 -0.240
C 4.248 6.369 4.166 -0.401
C 3.308 5.356 3.901 -0.149
C 3.423 4.490 2.823 -0.425
N 4.144 7.237 5.349 0.971
O 4.972 8.118 5.448 -0.594
O 3.235 7.099 6.115 -0.591
H 4.416 3.991 1.017 0.516
H 6.051 5.859 1.332 0.393
H 5.898 7.334 3.226 0.460
H 2.535 5.144 4.625 0.450
H 2.747 3.654 2.723 0.583
C -6.506 1.530 -5.285 -0.488
C -5.497 1.677 -4.268 -0.621
C -4.995 0.549 -3.662 0.023
C -5.345 -0.718 -4.108 0.037
C -6.301 -0.879 -5.127 -0.375
C -6.876 0.259 -5.654 -0.475
N -4.791 -1.932 -3.414 1.083
O -4.326 -1.864 -2.299 -0.467
O -4.815 -2.995 -3.974 -0.638
H -6.987 2.409 -5.686 0.398
H -5.114 2.656 -4.017 0.410
H -4.269 0.559 -2.863 0.378
H -6.537 -1.833 -5.576 0.428
H -7.510 0.138 -6.520 0.332
C 5.015 -0.805 2.448 -0.451
C 5.122 -0.817 1.066 -0.288
C 6.028 -1.652 0.396 -0.617
C 6.674 -2.608 1.154 -0.351
C 6.576 -2.627 2.493 -0.034
C 5.764 -1.668 3.161 -0.615
N 7.350 -3.723 0.456 1.181
O 7.997 -4.526 1.108 -0.637
O 7.291 -3.817 -0.758 -0.624
H 4.304 -0.137 2.912 0.607
H 4.535 -0.081 0.537 0.532
H 6.072 -1.606 -0.683 0.510
H 7.117 -3.370 3.060 0.451
H 5.667 -1.833 4.224 0.331
C 1.196 5.863 0.591 -0.030
C 1.565 7.143 0.985 -0.822
C 1.424 8.143 0.021 -0.176
C 0.929 7.943 -1.260 -0.307
C 0.454 6.666 -1.531 -0.405
C 0.599 5.609 -0.623 -0.503
N 0.798 9.090 -2.259 0.913
O 0.584 8.828 -3.395 -0.550
O 1.097 10.232 -1.897 -0.585
H 1.098 5.109 1.357 0.528
H 1.809 7.493 1.977 0.488
H 1.515 9.190 0.268 0.443
H -0.070 6.544 -2.468 0.449
H 0.215 4.628 -0.861 0.601
C -3.838 -4.304 2.109 -0.647
C -3.639 -3.028 2.470 -0.109
C -4.397 -1.970 1.812 -1.012
C -5.265 -2.347 0.771 0.256
C -5.387 -3.679 0.389 -0.318
C -4.556 -4.664 0.961 -0.705
N -6.010 -1.285 0.039 1.013
O -7.027 -1.696 -0.553 -0.608
O -5.493 -0.151 -0.011 -0.494
H -3.400 -5.012 2.797 0.567
H -2.926 -2.795 3.246 0.483
H -4.333 -0.938 2.124 0.506
H -6.207 -3.835 -0.297 0.544
H -4.646 -5.688 0.632 0.555
C -2.261 3.884 2.810 -0.637
C -2.150 4.964 1.910 -0.608
C -2.989 4.979 0.779 -0.472
C -3.939 4.009 0.664 0.170
C -3.984 2.888 1.535 -0.345
C -3.196 2.924 2.651 -0.498
N -4.921 4.068 -0.529 1.001
O -5.228 3.019 -1.057 -0.550
O -5.204 5.201 -0.881 -0.594
H -1.663 3.952 3.707 0.489
H -1.366 5.698 2.025 0.621
H -2.946 5.816 0.097 0.525
H -4.692 2.080 1.420 0.447
H -3.497 2.271 3.456 0.441
C -1.711 -1.102 0.308 -1.303
C -1.908 0.213 0.107 -0.512
C -0.851 1.160 0.230 -0.628
C 0.438 0.730 0.587 -0.304
C 0.645 -0.628 0.803 -0.628
C -0.389 -1.570 0.645 -0.174
N 1.467 1.733 0.701 0.958
O 1.391 2.790 0.051 -0.527
O 2.467 1.401 1.389 -0.415
H -2.499 -1.832 0.192 1.020
H -2.872 0.547 -0.249 0.589
H -1.044 2.206 0.045 0.531
H 1.631 -0.984 1.061 0.655
H -0.194 -2.613 0.846 0.696
```

For the lowest unoccupied orbital energy, the calculation gives -1.4519 eV. The calculation puts the calculated total energy at -115857.338 eV. The calculation puts the molecular weight at 1189.07 u. As for the orbital gap: 8.633 eV.